[1]
56
Properties=species:S:1:pos:R:3:lowdin_charge:R:1 method="wB97M-V/def2-TZVPD" total_charge=+2 e_above_lowest_kcal_mol=21.6 total_energy_ev=-72531.82325 gap_ev="6.528 / 6.529"
S 3.23 -0.99 -1.69 0.69
H -4.01 3.77 -0.24 0.13
N 1.86 -3.12 -0.50 0.05
C 1.63 2.02 4.62 -0.05
H 4.26 -5.05 0.60 0.15
H -2.47 2.86 -3.16 0.08
H -1.01 2.73 2.62 0.11
C -3.22 3.11 0.12 -0.17
C -1.79 -3.51 -0.68 0.01
H -3.07 -2.51 -2.10 0.13
H -4.50 1.63 -3.69 0.09
H -0.24 -4.36 0.51 0.12
H -3.04 1.35 1.37 0.07
H 6.05 -3.58 -0.15 0.11
C 2.37 1.23 3.75 -0.06
C -3.22 2.74 -2.37 -0.22
C 5.44 -2.79 -0.58 0.00
S -0.61 1.37 -2.42 0.64
C -1.35 2.01 -0.96 -0.62
N 4.03 -3.17 -0.41 -0.10
C 0.50 -2.81 -0.79 -0.20
H -1.28 -1.00 -2.83 0.06
H -2.55 -4.15 -0.26 0.14
H 2.47 0.37 1.78 0.11
C -1.08 -1.76 -2.10 -0.12
Rh 1.16 0.03 -1.74 0.45
I 2.36 2.44 -2.37 0.38
C -0.48 -3.63 -0.25 0.03
H -3.77 3.68 -2.32 0.13
C 2.24 -4.30 0.15 0.01
N -2.52 2.61 -1.08 -0.09
H -0.16 3.17 4.90 0.12
H -4.52 1.40 0.41 0.07
H -4.35 2.44 1.81 0.09
I 4.86 3.12 -1.74 0.24
C -2.08 -2.59 -1.67 -0.01
C -4.15 1.58 -2.66 -0.06
H 3.32 0.82 4.06 0.11
C 0.68 1.52 2.06 -0.14
H 5.63 -1.85 -0.06 0.10
N 0.19 -1.82 -1.64 0.00
H -3.64 0.63 -2.51 0.06
H 2.00 2.21 5.62 0.12
N -0.80 2.00 0.26 0.14
C -0.06 2.31 2.94 -0.01
H -2.51 3.70 0.69 0.12
H -5.03 1.60 -2.01 0.08
C 2.99 -2.45 -0.84 -0.62
C 0.41 2.56 4.22 -0.05
H 5.67 -2.68 -1.63 0.10
C -3.81 2.00 0.98 -0.06
C 1.90 0.98 2.47 -0.02
C 3.58 -4.32 0.20 0.01
C 0.17 1.26 0.70 -0.38
H 1.55 -5.05 0.49 0.13
O 0.75 0.24 0.12 -0.20

---

[2]
13
Properties=species:S:1:pos:R:3:lowdin_charge:R:1 method="wB97M-V/def2-TZVPD" e_above_lowest_kcal_mol=178.3 total_energy_ev=-9265.76851 gap_ev="6.681 / 9.147"
H 0.25 -1.52 -1.55 0.04
C 0.12 -1.70 -0.57 0.00
C 0.96 0.42 1.02 -0.02
H -0.42 4.54 0.69 0.02
O 1.09 0.64 -0.23 -0.02
H 0.90 0.97 1.90 0.10
N -0.83 3.69 0.47 0.15
C 0.10 -0.30 0.14 -0.26
C -0.25 2.96 -0.34 -0.42
H -0.88 0.10 -0.14 0.13
H -0.86 -2.02 -0.48 0.04
N -0.10 2.02 -1.06 0.16
H 0.62 -2.59 -0.12 0.10

---

[3]
13
Properties=species:S:1:pos:R:3:lowdin_charge:R:1 method="wB97M-V/def2-TZVPD" e_above_lowest_kcal_mol=131.3 total_energy_ev=-10279.10352 gap_ev=9.683
N 0.87 -0.20 0.55 -0.03
H 0.55 -2.32 -0.25 0.14
H -1.37 2.05 -0.46 0.12
O 0.00 -0.64 -1.46 -0.10
H -2.03 -0.96 -0.18 0.11
C -1.14 -0.78 0.42 -0.01
H 2.68 0.31 0.64 0.09
C -0.30 0.43 0.04 -0.37
H -1.29 -0.91 1.49 0.11
H 0.32 2.26 -0.38 0.12
C 0.16 -1.31 -0.27 -0.35
O 2.05 0.32 -0.09 -0.03
N -0.50 1.75 -0.07 0.20

---

[4]
45
Properties=species:S:1:pos:R:3:lowdin_charge:R:1 method="wB97M-V/def2-TZVPD" e_above_lowest_kcal_mol=84.6 total_energy_ev=-94471.52729 gap_ev="6.486 / 5.957"
H -1.46 3.59 -0.58 0.10
H -0.17 -2.33 -3.03 0.11
C 1.54 -3.88 0.52 -0.02
N -0.70 -1.19 1.00 -0.29
O -1.16 -0.69 -1.39 -0.31
H 2.39 6.74 -0.66 0.11
N 0.76 -4.28 -0.63 -0.09
F -1.96 1.15 2.86 0.14
C -0.64 4.28 -0.61 0.00
F -3.27 -2.15 0.40 0.13
H -1.81 6.05 -0.36 0.10
S -1.43 -0.27 -0.04 0.50
O 2.43 -1.61 0.87 0.02
H 0.97 -3.94 1.45 0.14
Pd 0.93 0.14 -0.46 0.70
S 3.24 3.84 -1.00 1.05
C 0.66 3.79 -0.76 -0.30
O -1.42 1.13 0.25 -0.28
F -0.98 0.30 4.57 0.15
C 2.32 2.35 -1.06 -1.08
C 1.75 4.70 -0.77 -0.46
N 1.28 -2.15 -1.03 0.11
S 2.98 0.80 -1.32 0.70
C 1.55 6.06 -0.64 -0.10
H -0.80 -5.67 -0.41 0.10
H 0.85 -6.29 -0.25 0.10
H 2.45 -4.47 0.61 0.15
C -3.22 -0.83 0.17 -0.65
H 0.09 7.59 -0.40 0.10
S 0.07 -0.54 2.21 0.59
F -3.84 -0.22 1.17 0.15
C -1.35 0.06 3.31 -0.65
C 1.83 -2.42 0.19 -0.51
O 0.82 0.64 1.88 -0.30
C 0.26 6.53 -0.50 -0.09
N -0.01 -3.24 -2.63 0.22
C -0.82 5.64 -0.48 -0.08
H -0.70 -3.95 -2.80 0.11
F -2.26 -0.93 3.36 0.12
H 0.23 -5.89 -1.85 0.09
F -3.90 -0.59 -0.95 0.14
C 0.22 -5.60 -0.80 -0.02
N 1.02 2.50 -0.94 -0.02
C 0.63 -3.22 -1.45 -0.40
O 0.67 -1.56 3.00 -0.24